1.
86
Properties=species:S:1:pos:R:3:forces:R:3 method="wB97M-V/def2-TZVPD" gap_ev="5.0 / 3.7" total_energy_ha=-4867.16431 spin_multiplicity=2 e_above_lowest_kj_mol=199.3 total_charge=+3
W 0.30131 1.25448 0.42688 -0.32 0.19 -0.24
C -2.71849 3.89438 -1.08602 -0.03 -0.39 0.00
C -1.63869 3.49418 -0.14122 0.36 -0.18 0.23
O -1.25169 2.23078 -0.13942 -0.51 1.02 0.24
C -1.04109 4.41478 0.70418 0.65 -0.19 0.65
C -0.03779 4.11438 1.64978 -1.19 0.55 -0.78
C 0.48371 5.14198 2.56998 0.15 0.11 0.12
N 0.45721 2.85918 1.70268 1.51 -2.12 0.32
N 1.39011 2.66388 2.70308 -0.68 0.56 -0.07
C 1.90031 1.46688 2.70578 0.18 0.70 0.21
O 1.45071 0.59448 1.78458 -0.36 0.50 0.44
C 2.95071 1.14278 3.64638 0.26 -0.40 0.16
C 3.21901 2.00108 4.73498 -0.18 -0.26 -0.47
C 4.27621 1.72528 5.57368 0.14 -0.16 0.01
C 5.09061 0.61888 5.33688 -0.26 -0.11 -0.36
C 4.81661 -0.24552 4.27458 0.09 0.13 0.27
C 3.74651 0.00418 3.44288 -0.35 0.30 -0.07
H -3.07919 3.03568 -1.64882 0.02 0.05 -0.01
H -2.34689 4.65808 -1.77142 0.12 -0.02 -0.02
H -3.55999 4.34678 -0.55752 0.07 -0.04 0.13
H -1.38639 5.43638 0.66138 -0.07 0.03 0.01
H -0.02359 6.09348 2.45778 -0.09 -0.01 -0.10
H 1.55251 5.26938 2.38768 0.04 0.01 -0.04
H 0.41081 4.79878 3.60108 -0.06 -0.04 0.06
H 2.58621 2.85858 4.89848 0.00 0.09 0.05
H 4.48111 2.36418 6.41848 0.00 0.10 0.03
H 5.94001 0.42438 5.97228 0.05 -0.01 0.11
H 5.44311 -1.10752 4.10608 0.06 -0.06 -0.01
H 3.51621 -0.64982 2.61458 0.08 -0.10 -0.06
C -3.38709 -2.45732 -5.63922 -0.66 -0.02 -1.15
O -2.63499 -2.32692 -4.44072 0.71 -1.11 1.72
C -2.44559 -3.39112 -3.65902 -0.48 0.76 -1.32
C -2.92539 -4.67862 -3.93182 -0.16 -0.60 0.00
C -2.68249 -5.71282 -3.05532 -0.59 0.37 -1.12
C -1.95079 -5.49772 -1.88612 0.51 0.62 0.66
C -1.46849 -4.23332 -1.59262 -0.04 -0.31 0.16
C -1.70239 -3.17312 -2.46102 1.03 0.99 0.94
N -1.16679 -1.89072 -2.25032 -0.47 -1.12 -1.18
C -0.97159 -1.26772 -1.07032 -0.07 0.38 2.51
N -1.61709 -1.72522 0.00638 0.20 -0.08 -1.00
C -1.63139 -1.21312 1.31118 0.25 0.42 -0.04
C -1.11859 0.05908 1.63848 0.32 -0.35 0.14
C -1.31829 0.43268 2.98728 0.06 0.44 -0.22
C -1.92379 -0.40122 3.92108 0.23 0.36 -0.46
C -2.37129 -1.66332 3.57218 -0.12 -0.50 -0.55
C -2.25449 -2.08342 2.25178 0.32 0.78 0.30
O -2.66329 -3.25842 1.74258 0.18 0.15 -0.52
C -3.27359 -4.23272 2.58208 -0.21 -0.29 0.33
N -0.14819 -0.20912 -0.93202 0.08 -0.19 -0.67
C 0.56061 0.20048 -2.13232 -0.19 -0.20 -0.37
C -0.00769 1.21758 -2.91862 -0.08 -0.02 -0.24
C 0.52891 1.53348 -4.15352 -0.32 -0.07 0.32
C 1.58631 0.77588 -4.64942 -0.01 -0.06 0.13
C 2.12631 -0.25532 -3.90802 -0.08 -0.21 0.23
C 1.64351 -0.55072 -2.63202 0.24 0.10 0.22
O 2.21931 -1.58242 -1.96662 -0.37 0.20 -0.67
C 2.38411 -1.52142 -0.56512 0.30 0.12 0.69
H -3.38869 -1.47042 -6.09682 0.03 -0.12 0.07
H -4.41549 -2.76332 -5.43152 0.12 0.08 0.16
H -2.93169 -3.18082 -6.32032 0.11 0.11 0.13
H -3.48379 -4.86002 -4.83522 -0.04 -0.04 -0.08
H -3.04729 -6.70082 -3.28672 -0.07 -0.11 -0.04
H -1.73309 -6.32272 -1.22512 0.05 -0.06 0.05
H -0.85489 -4.09842 -0.71482 0.05 0.07 0.04
H -0.92529 -1.38652 -3.09842 0.01 0.29 0.12
H -2.21319 -2.54372 -0.10592 0.04 0.16 0.09
H -1.01519 1.42148 3.32718 0.09 -0.23 -0.06
H -2.04589 -0.06642 4.94048 0.02 0.07 0.04
H -2.81259 -2.30312 4.31938 -0.07 -0.09 0.03
H -3.50479 -5.07452 1.93448 -0.02 0.05 0.05
H -4.19549 -3.84992 3.02278 0.06 0.02 -0.01
H -2.58249 -4.56142 3.35908 -0.01 0.07 0.02
H -0.89659 1.71998 -2.54142 0.25 -0.01 -0.14
H 0.10951 2.33528 -4.74162 -0.05 0.04 -0.03
H 1.99201 0.99608 -5.62352 0.07 0.02 -0.12
H 2.93481 -0.85612 -4.29142 0.16 -0.04 -0.02
H 3.29641 -2.08562 -0.35692 -0.17 0.09 0.07
H 1.54451 -1.98682 -0.02412 0.22 0.12 -0.14
H 2.53281 -0.47952 -0.21942 0.02 -0.50 -0.22
F 0.94671 2.95338 -1.05302 0.67 -0.11 0.02
As 2.95451 3.34948 -1.12492 -2.07 -2.28 1.23
F 2.64391 1.75418 0.03438 -0.24 0.67 -0.53
F 2.96641 2.10608 -2.31742 0.21 0.99 0.33
F 4.60741 3.37168 -0.87272 -0.27 0.10 -0.13
F 2.63791 4.60388 -2.19402 0.20 -0.17 0.35
F 2.56491 4.18078 0.33948 0.40 0.03 -0.94

***

2.
21
Properties=species:S:1:pos:R:3:forces:R:3 method="wB97M-V/def2-TZVPD" smiles="C=CCCC.CO" gap_ev=11.0 total_energy_ha=-312.20362 spin_multiplicity=1 e_above_lowest_kj_mol=135.0
C -2.00637 -1.26320 0.75271 -0.15 -0.01 -0.22
C -1.77500 -0.27931 -0.11584 -0.17 -0.20 -0.01
C -0.71375 -0.31528 -1.18314 0.01 -0.08 0.00
C 0.06501 0.99526 -1.32097 0.00 0.02 0.07
C 1.12518 0.90043 -2.41448 0.04 0.02 -0.05
H -2.78912 -1.20058 1.50355 0.10 0.06 -0.13
H -1.44102 -2.19477 0.72803 -0.01 0.22 0.01
H -2.40651 0.61157 -0.07574 0.16 -0.10 -0.01
H -1.16055 -0.54799 -2.16152 -0.06 0.04 0.19
H -0.02378 -1.14132 -0.96416 -0.05 0.11 -0.05
H 0.53370 1.24543 -0.36084 -0.03 -0.02 -0.10
H -0.63408 1.81441 -1.54408 0.11 -0.17 0.02
H 1.64209 1.85308 -2.56166 -0.05 -0.11 0.04
H 0.66781 0.61832 -3.36996 0.07 0.04 0.11
H 1.87986 0.14274 -2.17037 -0.13 0.11 -0.03
C 1.08609 -1.10732 2.26879 0.44 -0.32 -0.14
O 0.09363 -0.16249 2.60382 0.04 -0.04 0.00
H 1.49352 -1.58737 3.16721 -0.31 0.29 0.00
H 1.93614 -0.65297 1.75058 0.00 0.15 -0.04
H 0.72367 -1.91686 1.62385 -0.18 0.09 0.06
H -0.46889 -0.02300 1.82554 0.17 -0.12 0.28